1.
A molecular structure, C5H11O3Sr. Source: the OMol25 dataset; level of theory: ωB97M-V/def2-TZVPD.

Computed properties:
LUMO energy = -4.157 eV
Highest occupied orbital energy = -10.336 eV
Orbital gap = 6.18 eV
Charge = +1

Structure (XYZ):
```
20
Properties=species:S:1:pos:R:3:forces:R:3
O 0.360 1.164 0.437 0.10 0.84 2.35
H 0.398 1.329 1.449 -0.20 -0.04 -2.35
C 2.033 -0.677 -2.773 0.22 0.16 -0.39
O 1.500 -0.042 -1.613 0.51 0.47 -0.60
C 1.287 1.367 -1.730 0.05 0.43 -0.16
C 1.282 1.943 -0.332 0.08 0.55 0.18
H 1.826 -1.748 -2.682 0.09 0.14 -0.16
H 1.548 -0.269 -3.669 0.15 -0.26 0.13
H 3.117 -0.508 -2.812 -0.24 -0.08 -0.12
H 0.329 1.530 -2.242 0.20 0.06 0.10
H 2.095 1.826 -2.315 -0.17 -0.07 0.11
H 0.940 2.984 -0.364 0.20 -0.14 -0.04
H 2.281 1.894 0.121 -0.15 0.05 -0.17
C -2.991 -0.640 1.770 0.39 0.18 0.67
C -1.830 -0.524 2.472 -0.09 -0.41 -0.63
O -0.677 -1.077 2.088 0.03 -0.13 -0.03
Sr 0.413 -1.114 0.103 -1.45 -2.18 1.77
H -3.192 -1.540 1.182 0.26 0.62 -0.41
H -3.789 0.079 1.960 -0.04 -0.64 0.25
H -1.806 -0.022 3.451 0.08 0.45 -0.53
```
Forces are in eV/Å.

=====

2.
A gas-phase ion, C5H11O4P (charge -2). Source: the OMol25 dataset; level of theory: ωB97M-V/def2-TZVPD.

Computed properties:
LUMO energy = 6.201 eV
Highest occupied orbital energy = 0.441 eV
Orbital gap = 5.76 eV
Charge = -2
Structure (SMILES) = CC(C)[C@](C)(O)P(=O)([O-])[O-]

Structure (XYZ):
```
21
Properties=species:S:1:pos:R:3:forces:R:3
C 1.482 -1.048 -0.397 1.68 -1.76 1.55
C 0.065 0.007 -2.126 0.40 -1.72 0.89
C -1.700 -0.873 0.425 2.09 4.27 1.23
C 0.614 0.118 -0.721 0.69 1.58 -0.03
C -0.484 0.404 0.297 -1.24 -2.04 2.04
O 0.964 2.349 1.622 -1.17 -1.96 0.12
O 1.281 -0.143 2.407 0.36 -0.15 -0.06
O -0.808 1.130 3.047 -0.85 0.09 -0.38
O -1.270 1.527 -0.013 -0.06 1.06 -0.06
P 0.307 0.963 2.036 1.56 0.80 -0.12
H 1.275 -2.080 -0.762 -0.64 0.61 -0.23
H 2.472 -0.806 -0.797 0.19 -0.26 -0.10
H 1.645 -1.162 0.721 -0.36 0.47 -1.08
H -0.570 0.779 -2.363 -1.33 2.23 -0.63
H -0.586 -0.847 -2.021 -0.32 -0.71 -0.58
H 0.760 -0.178 -2.932 0.54 -0.03 -0.14
H -2.083 -1.048 -0.538 -1.10 0.16 -1.24
H -2.348 -0.387 1.198 0.17 -0.60 -0.98
H -1.336 -1.772 0.781 1.07 -1.81 0.97
H 1.366 0.966 -0.626 -1.27 -0.40 -0.12
H -1.045 2.100 0.764 -0.40 0.19 -1.04
```
Forces are in eV/Å.

=====

3.
A single C5H11OPS molecule. Source: the OMol25 dataset; level of theory: ωB97M-V/def2-TZVPD.

Computed properties:
LUMO energy = 0.817 eV
Highest occupied orbital energy = -9.112 eV
Orbital gap = 9.93 eV
Charge = 0
Structure (SMILES) = C/C=C/[P@](O)(=S)CC

Structure (XYZ):
```
19
Properties=species:S:1:pos:R:3:forces:R:3
C 1.564 1.030 0.172 0.83 -0.18 -0.14
C 0.433 0.367 0.276 1.03 -1.16 -1.63
C 1.867 2.275 0.932 2.03 0.72 -4.03
C -2.319 -0.121 -0.922 -2.24 0.54 2.32
C -1.678 -1.372 -0.367 1.68 -2.12 -1.64
O 0.699 -2.192 1.006 1.85 -0.70 -3.59
P 0.193 -1.282 -0.468 -0.11 -0.78 3.83
S 1.176 -1.890 -1.987 0.05 0.18 -0.41
H 2.389 0.524 -0.337 -0.13 0.42 -0.31
H -0.316 0.729 0.896 -1.60 0.58 0.96
H 2.158 3.197 0.276 -0.05 -1.87 0.86
H 2.645 2.021 1.580 1.35 0.12 1.22
H 1.053 2.603 1.407 -3.17 1.06 2.27
H -1.743 0.400 -1.625 0.87 0.85 -0.97
H -3.277 -0.360 -1.372 -0.08 -0.06 -0.25
H -2.626 0.585 -0.026 0.89 -1.16 -1.85
H -1.971 -2.425 -0.791 0.27 2.20 0.67
H -1.808 -1.350 0.672 -0.34 -0.56 1.60
H 1.561 -2.739 0.677 -3.11 1.91 1.08
```
Forces are in eV/Å.

=====

4.
2 unconnected molecules or ions with the total composition C5H11PS. Source: the OMol25 dataset; level of theory: ωB97M-V/def2-TZVPD.

Computed properties:
LUMO energy (spin up / spin down) = -1.087 / -1.244 eV
Highest occupied orbital energy (spin up / spin down) = -6.940 / -6.809 eV
Orbital gap (spin up / spin down) = 5.85 / 5.56 eV
Charge = 0

Structure (XYZ):
```
18
Properties=species:S:1:pos:R:3:forces:R:3
C 1.178 -0.002 -0.703 -0.09 0.06 0.18
C 0.304 -1.614 1.007 0.08 0.17 0.11
C -1.567 1.372 -0.578 -0.05 0.10 0.33
C 0.197 -0.192 0.463 0.17 -0.22 -0.06
C -1.199 0.146 0.085 -0.05 -0.51 -0.96
P -1.499 -1.471 -2.893 0.09 1.19 0.28
S -1.501 0.331 -3.587 0.02 -0.94 -0.02
H 0.955 -0.719 -1.492 0.01 -0.03 -0.07
H 2.199 -0.168 -0.361 0.08 0.01 0.02
H 1.114 1.000 -1.118 0.02 0.09 -0.12
H -0.089 -2.328 0.283 -0.01 -0.03 -0.07
H -0.253 -1.727 1.938 -0.03 -0.04 0.01
H 1.349 -1.862 1.201 -0.03 -0.05 0.05
H -2.609 1.640 -0.410 -0.06 0.07 -0.02
H -1.483 1.250 -1.705 -0.03 -0.01 0.05
H -0.907 2.203 -0.336 0.07 0.12 0.03
H 0.506 0.510 1.254 -0.04 0.02 0.01
H -1.962 -0.594 0.274 -0.16 0.02 0.25
```
Forces are in eV/Å.

=====

5.
2 unconnected molecules or ions with the total composition C5H11S. Source: the OMol25 dataset; level of theory: ωB97M-V/def2-TZVPD.

Computed properties:
LUMO energy (spin up / spin down) = 6.354 / 6.326 eV
Expectation value of S² = 0.75
Highest occupied orbital energy (spin up / spin down) = 4.218 / 0.172 eV
Orbital gap (spin up / spin down) = 2.14 / 6.15 eV
Charge = -2
Multiplicity = 2

Structure (XYZ):
```
17
Properties=species:S:1:pos:R:3:forces:R:3
C 2.082 -1.097 2.115 0.13 -0.18 0.25
C 1.046 -0.456 1.204 -0.21 -0.23 -0.25
S -0.514 -1.401 1.158 0.18 -0.36 0.64
H 2.243 -2.139 1.825 -0.01 0.04 -0.11
H 1.710 -1.138 3.144 0.00 0.10 -0.06
H 3.060 -0.588 2.115 -0.03 0.11 -0.05
H 1.438 -0.418 0.176 0.12 0.14 0.11
H 0.864 0.581 1.517 0.00 -0.05 0.00
C -1.337 1.408 -0.521 -0.38 -0.76 0.28
C -1.013 0.329 -1.510 0.08 0.48 -1.15
C -1.528 0.213 -2.736 -0.30 -0.52 0.30
H -0.473 2.054 -0.333 -0.02 0.02 -0.11
H -2.193 1.993 -0.856 0.08 0.12 -0.08
H -1.581 0.895 0.416 0.03 0.29 0.11
H -0.225 -0.373 -1.270 0.16 0.30 0.25
H -1.097 -0.513 -3.426 -0.21 -0.03 0.07
H -2.483 0.653 -3.017 0.39 0.52 -0.21
```
Forces are in eV/Å.

=====

6.
2 unconnected molecules or ions with the total composition C5H12. Source: the OMol25 dataset; level of theory: ωB97M-V/def2-TZVPD.

Computed properties:
LUMO energy = 1.180 eV
Highest occupied orbital energy = -10.236 eV
Orbital gap = 11.42 eV
Charge = 0
Structure (SMILES) = C=C.CCC

Structure (XYZ):
```
17
Properties=species:S:1:pos:R:3:forces:R:3
C 2.681 -0.444 -0.767 -0.44 -0.09 0.52
C 2.734 -1.678 -0.301 0.13 -0.71 -0.33
H 3.511 0.240 -0.761 0.30 -0.02 -0.27
H 1.716 -0.059 -1.055 -0.07 0.29 -0.08
H 3.639 -2.220 -0.063 0.29 0.36 0.27
H 1.859 -2.314 -0.242 -0.21 0.18 -0.12
C -1.741 0.334 -0.945 0.03 0.26 0.97
C -1.985 0.326 0.578 0.51 -0.44 0.03
C -0.830 1.043 1.320 -0.92 0.24 -0.95
H -1.859 1.339 -1.342 -0.12 0.03 -0.22
H -0.698 0.054 -1.077 0.01 -0.18 -0.35
H -2.381 -0.376 -1.457 -0.11 0.05 -0.22
H -2.941 0.760 0.855 -0.21 0.03 -0.09
H -2.012 -0.725 0.888 -0.05 0.14 0.07
H -1.086 2.091 1.472 0.05 0.06 0.12
H 0.000 1.033 0.617 0.54 -0.09 0.51
H -0.606 0.595 2.277 0.26 -0.11 0.14
```
Forces are in eV/Å.

=====

7.
A single C5H12 molecule. Source: the OMol25 dataset; level of theory: ωB97M-V/def2-TZVPD.

Computed properties:
LUMO energy = 0.915 eV
Highest occupied orbital energy = -11.138 eV
Orbital gap = 12.05 eV
Charge = 0
Structure (SMILES) = CC(C)(C)C

Structure (XYZ):
```
17
Properties=species:S:1:pos:R:3:forces:R:3
C 1.138 0.849 -0.583 -0.42 -0.30 0.31
C -1.060 -0.333 -1.070 0.20 0.04 -0.36
C -0.723 0.693 1.189 -0.15 -0.20 -0.16
C 0.684 -1.294 0.490 -0.05 -0.14 -0.21
C -0.015 -0.003 0.017 0.43 -0.47 -0.10
H 1.960 0.901 0.147 -0.19 0.17 -0.27
H 0.825 1.849 -0.866 -0.10 0.24 0.11
H 1.511 0.369 -1.491 0.06 -0.05 0.09
H -1.930 -0.887 -0.690 0.12 0.46 0.18
H -0.648 -1.010 -1.830 0.20 0.27 0.03
H -1.375 0.596 -1.590 -0.06 -0.53 0.34
H -1.200 1.605 0.810 0.05 -0.02 0.21
H -0.021 0.965 2.000 -0.37 -0.20 -0.31
H -1.536 0.029 1.568 0.67 0.49 -0.04
H 1.246 -1.741 -0.329 0.11 0.10 -0.19
H 1.410 -1.094 1.283 -0.18 0.04 0.08
H 0.010 -2.086 0.807 -0.32 0.11 0.29
```
Forces are in eV/Å.

=====

8.
2 unconnected molecules or ions with the total composition C5H12BF3N2. Source: the OMol25 dataset; level of theory: ωB97M-V/def2-TZVPD.

Computed properties:
LUMO energy = 0.718 eV
Highest occupied orbital energy = -8.339 eV
Orbital gap = 9.06 eV
Charge = 0

Structure (XYZ):
```
23
Properties=species:S:1:pos:R:3:forces:R:3
B 0.250 0.100 -0.884 1.09 -0.88 0.35
C -1.698 1.012 0.571 1.12 -0.96 0.04
C -1.476 1.325 -1.882 -2.62 0.58 0.38
C 0.634 -1.101 1.267 -0.39 -0.11 1.76
C 2.478 -0.768 -0.304 -0.22 -2.91 0.34
C 2.358 -0.317 -3.773 1.11 -0.07 -0.65
N -0.944 0.755 -0.637 -0.65 0.55 -2.24
N 1.090 -0.528 0.053 0.13 -0.64 -0.79
F 2.949 0.868 -3.633 -0.25 -1.22 0.25
F 0.762 0.024 -2.175 -0.86 0.68 0.69
F 3.189 -1.201 -3.207 -0.56 1.16 -0.39
H -2.262 0.142 0.884 -0.29 -0.39 0.02
H -0.964 1.183 1.364 -0.49 0.63 0.14
H -2.419 1.783 0.379 0.05 0.71 0.31
H -1.449 0.708 -2.770 -0.57 -1.11 0.30
H -2.538 1.714 -1.671 1.51 -0.72 -0.64
H -0.927 2.125 -2.312 0.85 1.44 0.46
H -0.426 -1.088 1.379 -0.95 0.40 -0.43
H 0.800 -2.154 1.480 0.80 -0.43 -0.75
H 0.962 -0.605 2.189 0.49 0.30 -0.14
H 2.782 -0.206 -1.169 0.54 1.08 0.75
H 2.933 -0.776 0.684 1.29 0.91 -0.42
H 2.766 -1.824 -0.696 -1.14 0.98 0.66
```
Forces are in eV/Å.

=====

9.
A single C5H12FP molecule. Source: the OMol25 dataset; level of theory: ωB97M-V/def2-TZVPD.

Computed properties:
LUMO energy (spin up / spin down) = 0.918 / -0.969 eV
Expectation value of S² = 2.01
Highest occupied orbital energy (spin up / spin down) = -3.961 / -11.163 eV
Orbital gap (spin up / spin down) = 4.88 / 10.19 eV
Charge = 0
Multiplicity = 3

Structure (XYZ):
```
19
Properties=species:S:1:pos:R:3:forces:R:3
C 1.658 -0.213 -0.383 4.72 0.76 1.37
C 2.303 -1.435 0.259 3.40 2.44 -2.94
C -0.142 1.972 -0.656 3.27 1.17 0.05
C -0.938 -0.723 -1.233 -0.13 0.78 -1.67
C -1.122 0.348 1.580 -0.73 0.46 -0.52
F 2.430 1.004 0.252 -1.16 -1.89 -1.15
P 0.021 0.307 -0.011 -1.92 -0.53 0.91
H 2.297 -1.374 1.314 -0.26 0.15 1.19
H 3.466 -1.501 -0.093 -2.71 0.28 0.95
H 1.870 -2.286 -0.120 -1.22 -2.22 -0.59
H -1.159 2.247 -0.851 -0.45 0.60 0.33
H 0.613 2.675 -0.093 -2.36 -1.02 -0.19
H 0.440 2.061 -1.580 -0.48 -0.60 -0.49
H -1.015 -0.231 -2.291 0.87 -0.78 1.73
H -0.788 -1.815 -1.370 0.31 0.81 0.39
H -1.939 -0.566 -0.917 -1.21 -0.25 0.55
H -1.844 1.175 1.524 -0.11 -0.07 0.06
H -1.608 -0.586 1.821 -0.30 -0.45 -0.32
H -0.439 0.520 2.384 0.47 0.36 0.36
```
Forces are in eV/Å.

=====

10.
A molecular structure, C5H12I2N. Source: the OMol25 dataset; level of theory: ωB97M-V/def2-TZVPD.

Computed properties:
LUMO energy = -3.962 eV
Highest occupied orbital energy = -13.205 eV
Orbital gap = 9.24 eV
Charge = +1

Structure (XYZ):
```
20
Properties=species:S:1:pos:R:3:forces:R:3
C 1.656 1.905 1.631 -2.46 -1.42 -2.21
C -4.039 -1.177 -1.374 1.77 -0.67 -1.20
C 2.180 1.035 0.474 -1.73 -0.79 1.16
C 1.102 0.253 -0.335 1.29 -0.05 0.99
C -2.642 -0.988 -0.727 -1.46 -0.03 -0.59
N -1.593 -1.607 -1.038 0.04 -0.24 -0.23
I 0.577 -1.535 0.791 -0.83 -1.05 -0.11
I -2.445 0.411 0.836 -0.61 0.34 -0.01
H 0.866 2.605 1.266 0.15 -0.86 0.60
H 2.433 2.505 1.831 2.88 2.26 1.32
H 1.428 1.301 2.492 -0.57 0.07 0.38
H -4.268 -0.494 -2.209 0.89 -0.25 -0.02
H -4.067 -2.227 -1.700 0.08 0.37 -0.35
H -4.913 -1.062 -0.828 -1.10 0.36 2.09
H 2.915 0.339 0.925 -0.15 0.32 -0.79
H 2.637 1.693 -0.211 0.83 0.55 -1.04
H 0.092 0.646 -0.521 0.61 0.17 0.22
H -1.715 -2.330 -1.767 -0.14 0.51 0.29
H 1.561 -0.186 -1.201 -0.12 -0.13 -0.51
H 1.765 -1.835 1.839 0.62 0.54 0.04
```
Forces are in eV/Å.

=====

11.
A molecular structure, C5H12IN4O. Source: the OMol25 dataset; level of theory: ωB97M-V/def2-TZVPD.

Computed properties:
LUMO energy = -5.382 eV
Highest occupied orbital energy = -12.454 eV
Orbital gap = 7.07 eV
Charge = +1

Structure (XYZ):
```
23
Properties=species:S:1:pos:R:3:forces:R:3
C -1.144 -0.615 -1.239 -1.70 -2.22 -0.94
C -1.441 1.419 0.008 -0.68 -0.15 -2.55
C -2.112 -1.391 -0.281 -0.34 1.90 -1.31
C -2.311 0.533 0.965 1.41 2.83 -1.10
C 0.810 0.398 -0.316 -0.64 -0.25 -2.29
N 2.657 1.534 0.748 -3.21 -2.57 0.68
N 1.566 1.331 0.148 2.18 2.59 1.13
N 3.267 -1.489 0.466 0.35 -1.70 1.52
N -0.491 0.502 -0.633 1.42 0.05 1.47
O -2.958 -0.479 0.324 -2.17 0.59 0.14
I 4.623 -0.123 -0.071 1.23 0.96 -0.59
H -0.470 -1.420 -1.507 0.68 0.37 -0.52
H -1.760 -0.319 -2.130 0.78 0.08 0.77
H -1.929 1.946 -0.891 -0.03 -0.97 1.43
H -0.949 2.215 0.514 0.63 0.35 0.77
H -2.775 -2.064 -0.830 0.55 -0.16 0.01
H -1.603 -1.832 0.518 1.35 -1.42 0.96
H -1.436 0.143 1.538 -1.20 0.17 1.15
H -3.009 1.348 1.307 0.37 -1.70 0.87
H 1.382 -0.281 -0.955 -0.17 -0.54 0.44
H 3.058 2.422 0.536 0.29 1.17 -0.92
H 3.174 -1.430 1.528 0.32 -0.27 -1.79
H 3.852 -2.349 0.253 -1.42 0.89 0.67
```
Forces are in eV/Å.

=====

12.
2 unconnected molecules or ions with the total composition C5H12IP. Source: the OMol25 dataset; level of theory: ωB97M-V/def2-TZVPD.

Computed properties:
LUMO energy (spin up / spin down) = -0.964 / -0.041 eV
Highest occupied orbital energy (spin up / spin down) = -8.802 / -7.997 eV
Orbital gap (spin up / spin down) = 7.84 / 7.96 eV
Charge = 0

Structure (XYZ):
```
19
Properties=species:S:1:pos:R:3:forces:R:3
C -0.799 -2.093 0.355 -0.10 -1.69 -0.96
C -0.581 -0.628 -1.541 -0.33 -0.22 -1.52
C 1.171 -0.229 0.267 0.62 -0.23 -4.03
C -0.946 2.907 -1.993 0.56 0.41 0.65
C -0.260 -0.719 -0.122 -1.85 0.85 2.75
P -1.314 0.606 0.882 0.06 -0.47 -0.62
I -3.620 -0.097 0.400 0.33 0.29 0.06
H -1.875 -2.343 0.002 1.76 0.95 0.75
H -0.233 -2.932 -0.090 0.19 0.43 -0.40
H -0.694 -2.375 1.392 -0.22 0.67 0.66
H -0.515 0.318 -2.018 0.06 1.02 0.03
H -1.498 -1.102 -1.871 -0.42 0.09 0.42
H 0.162 -1.205 -1.991 1.45 -1.18 -1.27
H 1.355 0.788 -0.234 -0.55 -1.14 0.92
H 1.202 -0.130 1.303 0.74 0.01 1.77
H 2.042 -0.840 -0.226 -1.67 0.57 1.32
H -1.809 3.432 -1.782 -1.65 0.85 0.56
H -0.974 2.145 -2.672 -0.28 -1.89 -1.51
H -0.030 3.398 -1.906 1.31 0.70 0.42
```
Forces are in eV/Å.

=====

Across the entries above, E_tot takes the values -12334.86600, -22842.43074, -27534.53451, -25484.59860, -16194.23667, -5378.44838, -5379.82733, -17188.14448, -17379.41949, -23061.74866, -21476.65835, -22765.52743 eV, respectively.
Across the entries above, largest force on an atom takes the values 3.2, 4.9, 4.6, 1.2, 1.3, 1.3, 0.8, 2.9, 5.1, 3.9, 4.2, 4.1 eV/A, respectively.
Across the entries above, energy above the lowest of the compared OMol25 structures with the same formula, charge and spin takes the values 0.0, 4.5, 30.4, 64.2, 8.4, 34.4, 2.6, 57.5, 48.4, 59.4, 89.1, 71.6 kcal/mol, respectively.